Below is C33H45N2O2P2Ti as an isolated structure, with properties calculated with ωB97M-V/def2-TZVPD.

Properties
Spin multiplicity   2
Total charge   +2
Kohn-Sham gap (spin up / spin down)   7.04 / 7.12 eV
LUMO (spin up / spin down)   -6.429 / -6.351 eV
E   -83710.124 eV
⟨S²⟩   0.75

Each line ends with the Mulliken charge.
Geometry (Å):
Ti: -0.278 -0.105 -0.329  -0.096
P: 2.285 0.635 -0.076  1.781
P: 0.116 0.268 2.188  1.543
O: -0.437 1.885 -0.711  -0.191
O: -0.235 -1.904 -0.277  0.813
N: -2.384 -0.218 -1.005  0.918
N: -2.981 -1.420 -1.117  -0.384
C: 0.417 3.995 -2.316  0.023
C: 2.154 1.917 1.217  0.384
C: 1.940 3.783 3.280  -0.775
C: -0.846 -5.847 -1.331  -1.493
C: 1.209 1.728 2.242  0.464
C: 2.889 1.433 -1.606  -1.306
C: -0.719 -4.333 2.768  -1.718
C: 0.078 -1.477 -3.242  -0.885
C: 2.199 -2.485 -2.335  -1.016
C: -0.210 -4.982 -2.209  -1.151
C: 1.118 2.664 3.269  -0.628
C: -0.396 -3.222 -0.609  0.066
C: -0.755 3.046 -0.366  0.548
C: 2.983 3.032 1.251  -0.988
C: 0.188 6.555 -1.240  -0.969
C: 0.786 -2.773 -2.845  0.104
C: -1.693 3.224 0.781  -1.567
C: 0.932 5.076 -3.001  -1.062
C: -1.494 -3.606 1.667  2.109
C: 1.068 -1.125 2.884  -1.328
C: -1.254 -5.394 -0.092  -0.690
C: 3.717 -0.355 0.462  -1.468
C: -3.278 0.664 -1.459  -0.655
C: -1.163 0.541 3.450  -1.695
C: -1.045 -4.073 0.299  0.675
C: 2.873 3.967 2.271  -0.983
C: -0.226 4.187 -1.084  0.777
C: 0.825 6.353 -2.459  -0.398
C: 0.029 -3.657 -1.874  0.400
C: -4.211 -1.316 -1.637  -0.229
C: -3.002 -3.791 1.862  -1.527
C: -4.441 0.022 -1.880  -1.057
C: -0.348 5.480 -0.558  -0.445
H: 1.612 -1.654 2.104  0.199
H: -2.497 3.913 0.523  0.567
H: -4.822 -2.188 -1.800  0.512
H: -1.016 -3.968 3.755  0.462
H: 1.857 4.503 4.083  0.477
H: -1.020 -6.875 -1.617  0.426
H: 3.732 3.183 0.483  0.448
H: 2.078 1.533 -2.324  0.147
H: 0.474 3.002 -2.737  0.503
H: 3.890 -1.176 -0.232  0.490
H: -1.270 -2.539 1.745  -1.195
H: 0.546 -1.047 -4.128  0.529
H: -5.325 0.465 -2.301  0.449
H: -3.581 -3.348 1.050  0.298
H: 3.525 4.831 2.283  0.467
H: 0.105 7.553 -0.831  0.456
H: 1.232 7.199 -2.997  0.440
H: 0.182 -0.709 -2.461  -0.084
H: 0.404 2.532 4.071  0.412
H: -1.854 -0.301 3.412  0.427
H: 3.313 2.419 -1.425  0.425
H: -0.725 0.582 4.448  0.521
H: -2.488 -2.260 -0.840  -0.243
H: -3.329 -3.332 2.797  0.471
H: -1.151 3.658 1.625  0.500
H: 2.751 -1.862 -3.042  0.441
H: -2.108 2.262 1.072  0.173
H: 3.659 0.802 -2.047  0.517
H: 4.602 0.281 0.490  0.466
H: 0.113 -5.346 -3.177  0.463
H: 1.756 -0.775 3.653  0.522
H: -0.984 -1.614 -3.446  0.368
H: 0.367 -1.826 3.334  0.480
H: -3.262 -4.849 1.910  0.357
H: -1.745 -6.077 0.591  0.433
H: -3.041 1.714 -1.486  0.387
H: -1.724 1.455 3.265  0.393
H: 0.357 -4.199 2.654  0.390
H: -0.922 -5.404 2.746  0.388
H: 2.759 -3.409 -2.186  0.500
H: 2.148 -1.967 -1.375  -0.335
H: 3.552 -0.759 1.459  0.423
H: -0.847 5.646 0.387  0.424
H: 0.876 -3.358 -3.763  0.749
H: 1.410 4.935 -3.961  0.454

=====

Below is C33H46BCoF4I2N3O3SSb as an isolated structure, with properties calculated with ωB97M-V/def2-TZVPD.

Properties
Spin multiplicity   2
Total charge   -1
Kohn-Sham gap (spin up / spin down)   6.67 / 6.66 eV
LUMO (spin up / spin down)   2.125 / 2.126 eV
E   -128337.793 eV
⟨S²⟩   0.75

Each line ends with the Mulliken charge.
Geometry (Å):
I: -4.390 -2.682 -1.623  -0.092
I: -7.581 2.278 -0.686  -0.033
Sb: 0.331 -1.429 -2.047  -1.350
Co: -0.578 0.498 0.414  0.669
S: 1.729 1.786 2.180  0.871
F: -0.267 1.727 -1.463  0.088
F: -1.919 3.002 -2.435  -0.356
F: 0.274 3.211 -3.135  -0.395
F: -0.365 4.008 -1.070  -0.345
O: 0.532 2.089 1.330  -0.726
O: 1.208 -0.560 0.802  1.481
O: -2.095 -0.699 -0.489  0.252
N: -1.482 -1.916 3.730  -0.003
N: -2.207 1.802 0.393  1.603
N: -1.192 -0.243 2.344  1.218
C: 1.966 3.363 3.109  -0.636
C: 2.910 1.965 -0.371  1.244
C: 2.896 3.417 -0.834  -1.659
C: 3.239 1.824 1.110  -1.226
C: 1.413 3.197 4.524  -0.524
C: 1.396 -2.254 4.033  -0.615
C: 2.736 -0.876 -3.879  -1.328
C: -0.086 2.890 4.539  -0.667
C: -0.580 -1.233 2.975  -0.438
C: 2.975 -1.689 1.848  -0.442
C: 1.630 -1.240 1.817  0.352
C: -4.561 1.981 -0.133  1.486
C: 0.832 -1.577 2.947  0.193
C: 3.505 -2.359 2.926  -0.687
C: 2.202 -2.058 -3.075  0.288
C: 0.113 -4.621 -2.229  -1.441
C: -1.138 0.065 -4.293  -1.178
C: 0.126 -3.630 0.088  -1.050
C: -5.700 1.318 -0.639  -0.189
C: -2.195 3.036 0.829  -0.567
C: -5.623 0.021 -1.074  -0.232
C: -2.715 -1.329 3.573  -1.122
C: 2.720 -2.641 4.044  -1.015
C: -2.516 -0.299 2.713  -0.591
C: -0.950 -1.385 -3.857  0.903
C: -0.468 -2.242 -5.024  -1.561
C: -3.221 -0.102 -0.560  -0.397
C: -3.341 1.263 -0.107  -0.660
C: -4.525 3.302 0.364  -1.148
C: -0.309 -3.441 -1.361  1.076
C: 3.228 -2.515 -2.045  -1.068
C: -4.411 -0.668 -1.032  -0.113
C: -3.351 3.828 0.828  -1.377
B: -0.577 3.025 -2.045  0.306
H: -3.236 0.413 2.350  0.426
H: -1.830 0.124 -5.142  0.464
H: 3.713 0.866 1.327  0.180
H: 1.957 2.388 5.021  0.252
H: -1.240 3.413 1.168  0.579
H: 3.026 3.612 3.126  0.474
H: 3.137 -3.150 4.904  0.372
H: -0.174 -5.560 -1.739  0.482
H: 1.420 4.122 2.547  0.204
H: 1.605 4.110 5.095  0.380
H: -0.191 0.516 -4.600  0.219
H: 3.683 -1.133 -4.369  0.406
H: -1.282 -2.759 4.235  0.232
H: 3.895 3.860 -0.776  0.467
H: 2.916 -0.015 -3.228  0.053
H: 1.933 1.519 -0.559  -0.754
H: 1.965 -2.885 -3.750  0.457
H: 3.636 1.391 -0.950  0.501
H: -5.435 3.887 0.372  0.179
H: 2.033 -0.561 -4.652  0.254
H: 3.419 -1.719 -1.318  -0.194
H: 4.544 -2.668 2.907  0.394
H: 3.889 2.626 1.460  0.722
H: 0.446 -1.832 -5.460  0.260
H: 2.888 -3.396 -1.496  0.235
H: -1.905 -1.776 -3.498  0.011
H: 3.582 -1.485 0.973  0.071
H: -3.307 4.845 1.192  0.472
H: -1.540 0.680 -3.488  0.017
H: -0.647 3.711 4.087  0.256
H: -0.442 2.744 5.559  0.423
H: 4.182 -2.766 -2.527  0.527
H: 1.215 -3.618 0.193  0.212
H: -3.601 -1.688 4.065  0.466
H: -6.504 -0.482 -1.447  0.376
H: 2.541 3.478 -1.862  0.325
H: 1.194 -4.650 -2.385  0.165
H: 0.783 -2.453 4.906  0.460
H: -0.239 -4.588 0.480  0.526
H: -0.306 1.987 3.967  -0.060
H: -1.228 -2.253 -5.815  0.422
H: -1.397 -3.364 -1.378  -0.231
H: 2.209 4.006 -0.224  0.203
H: -0.278 -2.830 0.708  -0.216
H: -0.273 -3.274 -4.732  0.233
H: -0.376 -4.597 -3.203  0.300

=====

Below is C33H46BrN3O5SSbSr as an isolated structure, with properties calculated with ωB97M-V/def2-TZVPD.

Properties
Total charge   -1
Kohn-Sham gap   7.21 eV
LUMO   2.048 eV
E   -137930.003 eV

Each line ends with the Mulliken charge.
Geometry (Å):
Sb: -1.048 -0.051 -3.082  0.060
Sr: -0.909 0.539 0.376  1.636
Br: 1.945 -1.203 0.421  -0.146
S: -2.388 3.229 1.309  1.884
O: -0.201 2.622 -1.260  0.219
O: -2.637 2.525 0.026  -0.579
O: -1.970 4.610 1.168  -0.806
O: 0.924 1.085 1.852  -0.625
O: 1.981 2.618 3.099  -0.756
N: 0.684 -2.960 -1.268  -0.026
N: -6.759 -4.812 -0.999  -0.601
N: -1.477 2.297 2.130  -0.380
C: 0.759 3.490 -0.637  0.209
C: 1.880 -2.594 -0.864  0.137
C: -6.511 3.275 3.276  1.016
C: 1.553 -5.614 -3.797  -1.566
C: 3.062 -3.154 -1.333  -0.603
C: -7.859 3.284 3.947  -1.444
C: -2.578 -2.665 -3.134  -1.355
C: -2.772 -1.385 0.428  -0.935
C: -1.662 -1.888 -4.078  0.961
C: 0.753 0.435 -4.203  0.347
C: -4.642 2.059 2.338  -0.645
C: -5.845 4.465 3.004  -0.720
C: -2.665 -2.784 0.563  -0.835
C: 0.972 2.118 2.609  0.186
C: -4.877 -3.181 -0.298  0.760
C: -5.922 -4.086 -0.684  -0.110
C: 1.966 0.009 -3.377  -1.251
C: 0.839 -0.139 -5.612  -1.434
C: -2.294 -1.768 -5.460  -1.560
C: 0.611 -3.926 -2.184  -0.309
C: -5.047 -1.805 -0.443  -1.027
C: -2.239 1.777 -5.377  -1.428
C: -4.594 4.464 2.403  -0.317
C: -3.675 -3.670 0.219  -0.705
C: -0.383 2.786 2.954  -0.883
C: -2.375 1.466 -3.891  0.647
C: -5.892 2.075 2.933  -0.921
C: -3.998 3.259 2.069  -0.612
C: -4.012 -0.950 -0.084  0.861
C: -3.816 1.166 -3.488  -1.093
C: 1.714 -4.555 -2.744  0.655
C: 2.966 -4.145 -2.290  -0.488
C: 0.743 4.873 -1.251  -1.471
H: -2.532 -2.766 -5.847  0.469
H: -2.891 2.618 -5.641  0.476
H: 1.950 0.434 -2.372  0.091
H: -3.544 -4.741 0.336  0.406
H: 1.511 5.494 -0.785  0.436
H: -0.714 -2.430 -4.177  0.172
H: -2.041 2.344 -3.328  0.072
H: -2.534 0.932 -6.000  0.225
H: -6.398 1.137 3.134  0.351
H: -1.640 -1.280 -6.183  0.289
H: -3.231 -1.210 -5.422  0.237
H: 2.897 0.323 -3.862  0.483
H: -2.780 -3.666 -3.533  0.488
H: 0.733 1.528 -4.254  0.530
H: -1.742 -3.217 0.944  0.361
H: 0.509 -5.910 -3.894  0.362
H: 1.728 3.005 -0.761  0.426
H: -0.566 2.573 4.012  0.465
H: 0.566 3.557 0.436  -0.162
H: -1.094 2.941 -1.028  0.070
H: 4.016 -2.814 -0.956  0.443
H: -4.165 1.120 2.086  0.494
H: -4.475 1.985 -3.796  0.480
H: 0.034 0.211 -6.259  0.257
H: 1.890 -5.252 -4.771  0.292
H: -0.240 3.866 2.872  0.382
H: -0.225 5.348 -1.078  0.297
H: 2.005 -1.080 -3.275  0.172
H: -2.160 -2.768 -2.130  -0.070
H: -3.542 -2.165 -3.014  0.376
H: -6.313 5.410 3.262  0.358
H: 3.864 -4.604 -2.687  0.407
H: -4.076 5.387 2.183  0.507
H: -4.190 0.117 -0.224  0.625
H: -1.220 2.058 -5.646  0.313
H: 0.932 4.827 -2.325  0.329
H: 1.789 0.145 -6.078  0.451
H: -8.495 4.074 3.545  0.365
H: -5.979 -1.420 -0.842  0.437
H: -4.188 0.251 -3.957  0.189
H: -3.914 1.049 -2.408  0.012
H: 0.803 -1.232 -5.595  0.224
H: 2.136 -6.504 -3.556  0.443
H: -7.759 3.457 5.021  0.285
H: -0.392 -4.215 -2.485  0.391
H: -8.372 2.332 3.811  0.348

=====

Below is C33H46Cl2GaN6O2S as an isolated structure, with properties calculated with ωB97M-V/def2-TZVPD.

Properties
Total charge   +1
Kohn-Sham gap   8.06 eV
LUMO   -2.304 eV
E   -136258.933 eV

Each line ends with the Mulliken charge.
Geometry (Å):
Ga: 0.160 0.565 -0.411  0.556
Cl: 0.144 -4.597 1.039  -0.178
Cl: -2.081 -1.120 -2.534  -0.067
S: -0.070 -1.725 0.184  -0.036
O: -1.750 1.001 -0.318  -0.392
O: -3.664 1.100 0.756  -0.808
N: -3.744 -2.499 0.720  -0.280
N: -4.092 -1.181 2.551  -0.175
N: 0.735 2.489 -0.845  1.272
N: 2.256 0.208 -0.638  1.215
N: -0.240 1.052 1.761  -0.141
N: -3.314 -3.351 2.825  -0.341
C: 1.445 4.616 -1.121  -0.813
C: -3.834 -0.660 3.885  -0.844
C: -1.811 3.422 -2.297  -1.414
C: 2.120 2.527 -0.827  0.556
C: -0.926 -4.224 -0.265  -0.092
C: -3.561 0.851 3.816  -1.132
C: -2.620 -3.715 -2.376  -0.623
C: 2.578 3.828 -0.992  -1.803
C: 0.325 3.778 -1.049  -0.496
C: 3.097 -1.677 -1.956  0.646
C: -3.719 -2.338 2.047  0.940
C: -1.836 4.244 0.114  -1.520
C: -2.149 1.237 3.350  -0.873
C: 4.283 -2.757 0.318  -1.310
C: 3.097 0.248 -3.683  -1.530
C: -1.876 -2.680 -1.824  0.561
C: -1.015 -2.896 -0.730  -0.053
C: 4.509 0.573 1.709  -1.848
C: 3.718 -2.921 -1.989  -1.260
C: 3.670 -1.511 0.418  0.151
C: 3.008 -1.009 -0.721  0.262
C: -1.097 4.269 -1.234  2.796
C: 4.283 -3.479 -0.859  -1.407
C: -2.439 0.957 0.746  -0.100
C: 3.843 -0.809 1.768  0.585
C: -1.674 -5.252 -0.807  -0.696
C: -1.628 0.644 2.031  0.223
C: 2.560 -0.753 2.628  -1.000
C: 1.071 -1.195 -3.385  -0.694
C: 2.860 1.345 -0.775  -0.975
C: -1.089 5.723 -1.718  -2.425
C: 2.591 -1.149 -3.293  0.304
C: -2.532 -4.994 -1.863  -0.699
H: -2.099 2.327 3.266  0.399
H: -3.380 -3.332 0.285  0.113
H: -3.901 -1.696 0.128  0.270
H: 3.803 1.364 1.461  0.406
H: -3.423 -3.298 3.822  0.222
H: -4.702 -0.830 4.526  0.397
H: 2.445 1.035 -3.303  0.126
H: 0.649 -0.496 -2.663  -0.546
H: -1.267 4.805 0.859  0.409
H: 3.770 -3.454 -2.931  0.438
H: 4.555 -1.440 2.300  0.848
H: -1.331 3.559 -3.268  0.424
H: 4.926 0.806 2.690  0.439
H: 3.612 4.135 -1.020  0.565
H: -2.818 4.707 0.009  0.532
H: -3.102 -4.248 2.425  0.196
H: 4.756 -4.451 -0.905  0.416
H: -2.857 3.722 -2.379  0.383
H: 1.713 -1.178 2.099  0.115
H: 4.789 -3.164 1.186  0.431
H: -1.608 -0.449 2.092  0.452
H: -1.577 -6.251 -0.405  0.483
H: -4.303 1.330 3.179  0.358
H: 0.383 0.635 2.444  0.000
H: -4.249 -0.434 1.862  0.184
H: -1.784 2.367 -2.052  0.100
H: -0.682 6.391 -0.957  0.436
H: -2.977 -1.180 4.327  0.446
H: 5.325 0.591 0.984  0.347
H: 2.985 -1.841 -4.040  0.802
H: -0.508 5.834 -2.633  0.483
H: 3.112 0.334 -4.770  0.497
H: -3.118 -5.796 -2.289  0.400
H: 1.432 5.680 -1.273  0.605
H: -0.144 2.063 1.833  0.399
H: -1.451 0.941 4.138  0.405
H: -3.693 1.254 4.821  0.504
H: 2.327 0.282 2.896  0.435
H: -3.264 -3.503 -3.220  0.472
H: 2.687 -1.310 3.556  0.292
H: 4.112 0.424 -3.323  0.318
H: 3.937 1.404 -0.903  0.500
H: 0.686 -2.194 -3.178  0.307
H: 0.735 -0.888 -4.377  0.482
H: -2.113 6.035 -1.923  0.462
H: -1.980 3.230 0.470  0.207

=====

Below is a 4-piece molecular cluster, C33H46F3N3O14PS overall, with properties calculated with ωB97M-V/def2-TZVPD.

Properties
Total charge   +1
Kohn-Sham gap   9.32 eV
LUMO   -2.674 eV
E   -96369.625 eV

Each line ends with the Mulliken charge.
Geometry (Å):
S: -1.013 -4.717 -1.218  1.241
P: -0.247 2.782 1.745  0.504
F: -3.667 2.280 0.446  -0.170
F: -3.469 3.262 -1.483  -0.224
F: -2.587 4.110 0.284  -0.174
O: 5.344 -6.298 0.402  -0.555
O: -1.086 -3.964 0.249  -0.379
O: -1.801 8.947 -1.965  -0.550
O: -2.318 -4.502 -1.836  -0.641
O: 3.939 -8.024 0.011  -0.330
O: -1.136 8.631 0.170  -0.305
O: -4.145 1.388 -3.693  -0.576
O: 0.989 2.230 2.377  -0.735
O: -0.792 -6.137 -1.000  -0.630
O: -3.322 8.589 -0.332  -0.352
O: 4.616 -7.599 2.104  -0.311
O: 1.116 -2.157 1.310  -0.164
O: 3.348 -2.015 0.978  -0.324
O: 2.516 -3.643 2.272  -0.394
N: -1.580 2.172 -0.730  1.246
N: -2.559 -1.748 2.994  -0.602
N: 1.896 5.786 -0.278  -0.583
C: -1.039 -0.387 1.519  -0.154
C: -1.990 -0.131 0.456  0.865
C: 1.382 4.569 0.022  -0.421
C: 0.872 0.264 -0.939  -0.381
C: 5.662 -2.722 0.725  -1.450
C: -4.334 8.607 1.873  -1.522
C: -1.851 8.670 1.407  -0.466
C: 2.179 -9.656 0.384  -1.393
C: -0.527 4.822 -1.680  -0.596
C: -2.781 2.919 -0.335  0.853
C: -3.193 8.116 1.013  1.003
C: -0.713 -1.525 -1.943  -0.990
C: 0.244 -3.925 -2.272  -1.060
C: 0.180 4.083 -0.642  0.059
C: 0.559 -2.427 -1.853  -0.428
C: 0.053 6.120 -1.978  -0.640
C: 1.004 1.798 -0.642  -1.342
C: -2.062 8.742 -0.821  0.677
C: 4.695 -7.221 0.802  0.754
C: 3.890 -3.966 2.019  -0.154
C: -2.892 0.781 -3.310  -1.068
C: -2.994 0.299 -1.817  -1.612
C: -1.391 -1.156 2.674  -0.681
C: -3.465 -1.465 2.015  -0.654
C: -3.304 -0.728 0.805  -0.834
C: 3.531 -9.138 0.816  0.480
C: 4.464 -2.633 1.640  0.458
C: 1.219 6.476 -1.212  -0.419
C: -0.260 2.608 -0.166  0.924
C: -1.758 0.656 -0.871  -0.543
C: -0.520 0.014 -1.650  0.962
C: 3.542 -8.539 2.195  -0.470
C: 2.225 -2.568 1.505  0.283
H: 1.121 -0.437 -0.115  -0.624
H: 2.625 -7.995 2.439  0.289
H: -2.803 -0.135 -3.955  0.246
H: 4.360 -4.386 2.906  0.433
H: -3.957 0.735 -1.431  0.734
H: -3.953 2.288 -3.995  0.353
H: 1.416 -2.068 -2.480  0.550
H: -0.388 6.790 -2.751  0.450
H: 1.634 7.490 -1.433  0.389
H: 5.411 -3.252 -0.197  0.309
H: 6.490 -3.236 1.212  0.392
H: 5.992 -1.723 0.433  0.411
H: -1.420 4.410 -2.189  0.350
H: -2.061 1.495 -3.539  0.414
H: -1.472 2.415 -1.742  0.908
H: 1.881 1.921 0.048  0.473
H: 1.370 2.254 -1.605  0.471
H: 1.642 0.048 -1.732  1.005
H: 4.286 -9.923 0.713  0.253
H: -5.284 8.223 1.499  0.366
H: -1.512 -2.017 -1.330  0.340
H: -1.083 -1.602 -3.006  0.168
H: 3.735 -9.277 2.972  0.323
H: 3.929 -4.703 1.214  -0.160
H: 1.847 -10.472 1.028  0.377
H: -1.893 9.708 1.749  0.309
H: 2.222 -10.017 -0.644  0.359
H: -4.206 -0.624 0.164  0.309
H: -0.368 0.501 -2.657  0.902
H: -1.463 2.176 2.211  0.112
H: -0.020 0.044 1.458  0.095
H: -3.203 -0.801 -1.813  0.850
H: -4.482 -1.887 2.216  0.398
H: 1.954 3.982 0.780  0.341
H: -1.352 8.066 2.164  0.323
H: -1.111 -4.694 0.902  0.321
H: 1.430 -8.861 0.407  0.299
H: -0.375 4.167 2.088  0.143
H: 4.708 -2.033 2.522  0.261
H: -0.023 -4.022 -3.350  0.473
H: 0.892 -2.492 -0.786  -0.214
H: 1.199 -4.491 -2.096  0.504
H: -3.183 7.021 0.986  -0.195
H: -4.210 8.287 2.909  0.387
H: -0.585 -1.300 3.436  0.405
H: -4.403 9.696 1.845  0.365